No. 1
Formula: C24H52FN3O4
Source: the Open Molecules 2025 dataset
Level of theory: wB97M-V/def2-TZVPD

Each line ends with the Löwdin charge.
Element x y z (Å)
C -1.19566 1.48683 4.26523  0.0008
C -1.17726 0.65203 3.00527  -0.4978
O -1.47397 1.13707 1.95791  0.1143
N -0.91470 -0.75612 3.08312  0.0280
C 0.19106 -1.21216 3.93820  -0.1907
C 1.54051 -1.32298 3.18021  -0.1660
C 1.54050 -0.91832 1.70016  -0.1845
C 1.09931 -2.07898 0.79791  -0.0975
C 0.75325 -1.68799 -0.62861  -0.4605
F 0.36528 -2.84322 -1.31391  0.0554
C 1.90987 -1.07048 -1.40168  -0.0478
C 1.54407 -0.49377 -2.77784  -0.4117
C 1.13602 0.98176 -2.70953  -0.0348
O 2.60184 -0.69917 -3.71545  -0.0456
O -0.33925 -0.77456 -0.72360  0.0377
C -1.60648 -1.11323 -0.33814  -0.5093
C -2.58351 -0.14750 -0.93773  0.0273
O -1.86395 -2.06215 0.33830  0.1199
H -1.07419 2.54059 3.99540  0.0879
H -2.18604 1.35838 4.72509  0.0963
H -0.45046 1.20153 5.00622  0.0607
H -1.78313 -1.21190 3.35203  0.1365
H 0.32255 -0.56160 4.80907  0.0871
H -0.08524 -2.19477 4.33659  0.1176
H 1.89254 -2.36190 3.24200  0.1094
H 2.28669 -0.72296 3.71943  0.0943
H 0.91815 -0.03119 1.52268  0.1074
H 2.57224 -0.63896 1.44099  0.1063
H 1.93332 -2.79282 0.71472  0.1353
H 0.24600 -2.61466 1.22621  0.1193
H 2.64200 -1.87528 -1.54083  0.1405
H 2.36877 -0.29024 -0.77850  0.1222
H 0.72304 -1.08482 -3.20079  0.1458
H 2.02908 1.61486 -2.82324  0.0811
H 0.44168 1.24286 -3.51623  0.0820
H 0.65551 1.22357 -1.75719  0.0723
H 3.39884 -0.26006 -3.37651  0.0915
H -2.15921 0.85866 -0.97414  0.0882
H -3.49060 -0.14363 -0.32608  0.0817
H -2.82341 -0.47307 -1.95625  0.0944
C -6.90960 -0.42556 -1.19688  -0.0857
C -7.26565 -0.03690 -2.62281  -0.2743
N -6.21121 -0.35684 -3.57092  -0.2034
C -6.39076 0.26153 -4.87207  -0.2532
C -7.59638 -0.16877 -5.71634  -0.0858
C -5.76008 -1.73970 -3.57315  -0.2504
C -6.80560 -2.83321 -3.82707  -0.0796
H -5.94539 0.00326 -0.91981  0.0648
H -7.66588 -0.05244 -0.50517  0.0734
H -6.85331 -1.50656 -1.06696  0.0669
H -7.41024 1.04611 -2.67205  0.1165
H -8.23753 -0.48744 -2.88236  0.1020
H -5.47464 0.09345 -5.44514  0.1104
H -6.45258 1.34142 -4.70494  0.1085
H -7.47129 -1.16788 -6.13218  0.0548
H -7.72322 0.52160 -6.55239  0.0692
H -8.52016 -0.15556 -5.13641  0.0655
H -5.28084 -1.93938 -2.61199  0.0963
H -4.96522 -1.81412 -4.31984  0.1138
H -7.70603 -2.67254 -3.23184  0.0658
H -6.39644 -3.80476 -3.54447  0.0725
H -7.10230 -2.89203 -4.87334  0.0545
C 5.24081 2.30494 0.33305  -0.0886
C 5.24617 2.24612 1.85338  -0.2759
N 5.96197 1.09454 2.37406  -0.2023
C 5.74127 0.85794 3.78922  -0.2530
C 6.24253 1.90586 4.79056  -0.0835
C 7.33233 0.94412 1.90860  -0.2461
C 8.30216 2.10864 2.14792  -0.0811
H 4.86864 1.36742 -0.08410  0.0701
H 4.59108 3.11434 -0.00208  0.0736
H 6.23340 2.49173 -0.07751  0.0650
H 4.21207 2.16182 2.20096  0.1142
H 5.62407 3.20408 2.24538  0.1026
H 6.18854 -0.10974 4.03331  0.1112
H 4.66250 0.73378 3.93200  0.0984
H 7.32673 1.89005 4.89340  0.0556
H 5.81732 1.70356 5.77544  0.0699
H 5.94265 2.91484 4.50434  0.0665
H 7.30156 0.73758 0.83665  0.1005
H 7.72830 0.03699 2.37200  0.1138
H 7.85511 3.06583 1.87483  0.0656
H 9.19300 1.97719 1.53120  0.0717
H 8.62709 2.17509 3.18507  0.0541

The value obtained for the lowest unoccupied orbital energy is 0.558 eV. As for the HOMO energy: -8.046 eV. The charge is 0. The frontier orbital gap comes out at 8.6 eV.


No. 2
Formula: C24H52N2O7P
Source: the Open Molecules 2025 dataset
Level of theory: wB97M-V/def2-TZVPD

Each line ends with the Löwdin charge.
Element x y z (Å)
C 4.31775 2.57196 1.66292  -0.0840
C 4.76516 2.54583 0.21063  -0.5871
N 5.68535 3.33517 -0.16417  0.0807
C 4.12974 1.58828 -0.69881  -0.3136
P 2.29845 2.24674 -1.05732  0.5155
C 1.84340 0.55322 -1.92399  -0.3512
C 1.05079 -0.29551 -0.93357  -0.3832
N 0.54053 -1.55342 -1.52715  -0.0370
C 0.58540 3.00999 -1.52299  -0.3245
C -0.05075 3.88752 -0.42703  -0.2380
O -0.01993 3.23770 0.85677  -0.0205
C -0.17090 4.03855 1.88874  -0.5838
C -0.09196 3.32870 3.22497  0.0183
O -0.37277 5.21640 1.84488  0.0799
H 3.43960 1.94198 1.82238  0.0511
H 5.10018 2.22101 2.34146  0.0658
H 4.03740 3.57951 1.97511  0.0674
H 5.95963 3.91181 0.63416  0.0185
H 4.02785 0.62556 -0.18133  0.0678
H 4.68471 1.49897 -1.62830  0.0597
H 2.81783 2.72244 -2.35288  -0.0038
H 2.64807 3.51167 -0.39718  0.0008
H 1.80253 1.66861 0.18301  -0.0093
H 2.73785 -0.01805 -2.15917  0.0357
H 1.23138 0.69379 -2.81424  0.0600
H 1.67806 -0.54276 -0.06392  0.0855
H 0.22709 0.29427 -0.51788  0.0865
H 1.32706 -2.17981 -1.66150  0.0445
H -0.10240 -2.02847 -0.90114  0.0330
H 0.78499 3.70305 -2.34626  0.0612
H -0.13246 2.28137 -1.91119  0.0576
H -1.10207 4.01306 -0.70583  0.1121
H 0.45533 4.84658 -0.44290  0.1064
H 0.60338 3.85489 3.86954  0.0834
H -1.08226 3.28828 3.66605  0.0534
H 0.23420 2.29877 3.08005  0.0801
C -3.97428 2.11383 4.88711  -0.0164
C -2.95341 1.10703 5.35653  -0.5085
O -1.81731 1.12404 4.94555  0.0725
C -3.41109 0.07347 6.35948  -0.0240
H -3.50999 2.79141 4.17310  0.0797
H -4.80666 1.60344 4.39647  0.0683
H -4.34344 2.69469 5.73436  0.0864
H -4.21890 -0.52623 5.93544  0.0771
H -3.75580 0.56399 7.27131  0.0819
H -2.57800 -0.58211 6.60631  0.0800
C 5.06776 -1.32570 -4.28272  -0.0298
C 3.83016 -0.79907 -4.96558  -0.4864
O 3.13104 0.02683 -4.43407  0.0681
C 3.50557 -1.35237 -6.33755  -0.0300
H 5.17199 -0.84418 -3.31286  0.0783
H 4.98482 -2.39604 -4.13610  0.0553
H 5.95094 -1.10007 -4.88713  0.0851
H 3.35318 -2.43196 -6.27965  0.0776
H 4.31953 -1.13215 -7.03126  0.0755
H 2.59296 -0.88734 -6.70593  0.0764
C -4.33663 -0.90023 2.41409  -0.0117
C -5.84349 -0.88973 2.45947  -0.5026
O -6.46169 0.11974 2.71606  0.0593
C -6.54926 -2.19183 2.17078  -0.0251
H -3.96251 0.09711 2.63673  0.0736
H -3.94759 -1.59862 3.15758  0.0882
H -3.99555 -1.18723 1.41843  0.0913
H -6.25543 -2.94744 2.90114  0.0857
H -6.30063 -2.53239 1.16430  0.0816
H -7.62528 -2.04224 2.23521  0.0785
C 6.12964 -3.67486 -0.04257  -0.0195
C 6.33279 -3.56902 -1.53374  -0.4871
O 5.41286 -3.32996 -2.27966  0.0538
C 7.73610 -3.77180 -2.05404  -0.0205
H 5.08048 -3.50643 0.19077  0.0835
H 6.41403 -4.67072 0.30296  0.0813
H 6.72948 -2.92150 0.47058  0.0876
H 8.08988 -4.77135 -1.79497  0.0809
H 8.40391 -3.02250 -1.62615  0.0862
H 7.73815 -3.66718 -3.13737  0.0797
C -8.35173 -1.19635 -1.05826  -0.0245
C -8.78058 -2.64206 -1.10560  -0.5112
O -9.28351 -3.18473 -0.14825  0.0598
C -8.55353 -3.38311 -2.40118  -0.0261
H -8.57126 -0.78727 -0.07382  0.0795
H -7.27833 -1.12014 -1.24110  0.0878
H -8.89749 -0.62153 -1.80802  0.0853
H -7.48925 -3.39789 -2.64157  0.0859
H -9.10552 -2.90025 -3.20910  0.0837
H -8.90535 -4.40763 -2.29739  0.0795

The value obtained for the lowest unoccupied orbital energy is 1.976 eV. As for the HOMO energy: -3.301 eV. The charge is -1. The frontier orbital gap comes out at 5.3 eV.